The following is a DFT calculation (wB97M-V/def2-TZVPD) of a 10-piece molecular cluster, C39H58O30 overall at a distorted geometry.

XYZ file:
```
127
Properties=species:S:1:pos:R:3:forces:R:3
C -12.0908 -0.1030 21.7986 -0.49 0.20 -0.52
C -10.7318 -0.4613 21.2548 -0.33 -0.77 1.03
C -9.5455 0.0500 22.0551 -0.36 1.04 -0.83
O -8.5544 -0.9338 21.7651 0.38 -0.27 0.17
C -9.2013 -2.1141 21.5849 -0.62 0.17 0.04
O -8.6967 -3.1948 21.5909 0.15 0.13 0.00
O -10.5169 -1.8946 21.4094 0.21 -0.26 -0.06
H -12.1219 -0.0408 22.8843 0.17 0.11 0.02
H -12.8575 -0.8168 21.4949 0.26 -0.20 -0.11
H -12.4217 0.8306 21.3379 0.12 0.15 0.30
H -10.6419 -0.2813 20.1854 0.02 0.35 0.05
H -9.6903 0.1459 23.1320 -0.25 -0.41 0.01
H -9.2848 1.0479 21.6950 0.56 -0.27 -0.08
C -5.0869 -6.6570 20.2792 0.34 0.32 -0.90
C -5.6148 -7.9464 19.7223 -0.33 -0.75 -0.55
C -6.0849 -7.9324 18.2548 1.30 -0.39 0.32
O -5.5922 -9.1885 17.7396 -0.39 -0.20 0.27
C -4.5850 -9.6195 18.5150 -0.28 0.59 0.52
O -3.8436 -10.5092 18.2835 0.27 -0.51 -0.30
O -4.5171 -8.8705 19.6502 0.08 -0.07 0.10
H -4.5037 -6.1797 19.4817 -0.10 0.05 0.08
H -4.3553 -6.8170 21.0699 -0.40 -0.11 0.37
H -5.8833 -5.9687 20.5494 0.02 -0.05 0.23
H -6.4255 -8.3949 20.2986 0.32 0.01 0.37
H -5.4936 -7.1925 17.7092 -0.79 0.43 -0.12
H -7.1639 -7.9340 18.1742 0.00 0.40 -0.37
C -1.1665 -7.0408 21.3647 -0.37 -0.61 0.45
C -0.3293 -5.9032 20.8420 -0.36 0.32 -0.39
C -1.0774 -4.6283 20.5033 0.07 0.27 0.13
O -1.1368 -3.9653 21.7709 -0.40 -0.02 -0.10
C -0.0454 -4.3425 22.4690 -0.81 -0.59 -1.00
O 0.2940 -3.8187 23.4595 0.83 0.56 1.43
O 0.5450 -5.4076 21.8791 0.34 -0.32 -0.23
H -1.9348 -7.3667 20.6596 0.08 0.19 -0.15
H -1.6686 -6.8042 22.3074 0.00 0.30 -0.11
H -0.5724 -7.9295 21.5857 0.23 0.15 -0.13
H 0.1975 -6.2135 19.9394 0.59 -0.07 0.37
H -2.0667 -4.7860 20.0834 -0.02 0.16 0.09
H -0.4697 -3.9562 19.8840 -0.21 -0.39 -0.37
C -7.7180 -5.1317 13.8724 -1.49 1.30 0.82
C -6.2263 -5.2106 14.0060 -0.90 -1.64 0.73
C -5.6811 -4.6518 15.3307 -0.04 0.08 -0.49
O -4.8601 -5.6936 15.8497 0.56 0.48 -0.16
C -5.0605 -6.8384 15.1585 -0.26 0.27 0.63
O -4.5725 -7.8645 15.4966 0.15 -0.44 -0.41
O -5.9388 -6.6405 14.1844 0.16 0.10 -0.90
H -8.2532 -5.4369 14.7820 0.55 -0.56 0.03
H -8.1983 -5.6514 13.0479 0.51 -0.09 -0.25
H -8.0631 -4.0876 13.8714 0.42 0.03 -0.55
H -5.7381 -4.8908 13.0875 0.32 0.17 0.22
H -6.4311 -4.4828 16.1009 -0.34 0.29 -0.39
H -5.1150 -3.7491 15.1315 0.21 -0.03 0.37
C -12.2372 -7.2050 20.2892 -0.20 0.38 -0.08
C -10.9100 -6.5430 20.5983 -0.45 0.11 -0.25
C -9.6771 -7.4165 20.3985 -0.15 -0.05 -0.28
O -8.7418 -6.5216 19.7668 0.16 0.21 -0.03
C -9.3892 -5.4243 19.3071 -0.01 -0.21 1.02
O -8.8875 -4.5200 18.7138 0.12 -0.19 -0.43
O -10.6687 -5.4461 19.6997 -0.23 0.07 -0.43
H -12.3646 -8.0271 20.9926 -0.19 -0.13 -0.17
H -12.3405 -7.5320 19.2535 0.52 -0.35 0.06
H -13.0747 -6.5112 20.3895 0.16 0.09 0.45
H -10.9374 -6.0874 21.5926 0.08 -0.22 0.04
H -9.8235 -8.2591 19.7179 -0.23 0.09 0.03
H -9.3016 -7.8011 21.3404 0.36 0.17 -0.06
C -12.9589 -3.5260 17.7515 0.01 -0.58 0.26
C -11.7971 -2.7380 18.3524 -0.16 -0.09 -0.87
C -10.7084 -2.4698 17.3217 -0.74 -0.02 -1.01
O -11.2600 -1.3127 16.6228 0.33 0.04 0.67
C -12.0461 -0.6473 17.4980 0.62 -0.74 -0.66
O -12.5131 0.4189 17.3115 -0.42 1.05 -0.05
O -12.2233 -1.3800 18.6008 -0.37 -0.36 1.29
H -12.5867 -4.3604 17.1523 0.11 0.15 -0.09
H -13.6097 -2.9101 17.1341 0.05 0.05 -0.03
H -13.5478 -4.0084 18.5333 -0.16 0.31 0.06
H -11.4778 -3.2315 19.2637 0.29 0.48 0.10
H -10.6940 -3.2232 16.5394 0.50 -0.28 0.29
H -9.7203 -2.2496 17.7131 0.00 0.04 0.02
C -1.8573 -7.4481 17.1457 -0.41 0.58 0.07
C -1.6058 -6.3466 16.1181 0.55 -0.75 1.29
C -0.2531 -5.6529 16.3190 -0.34 0.00 0.54
O 0.4355 -5.8569 15.1053 0.10 0.63 -0.47
C -0.3324 -6.5613 14.2279 -0.21 -0.12 2.32
O 0.0222 -6.8789 13.1623 0.30 -0.28 -1.80
O -1.4784 -6.9419 14.8374 -0.25 0.31 -0.91
H -1.1651 -8.2816 17.0441 -0.01 -0.02 -0.17
H -2.8892 -7.7660 17.0231 0.10 -0.40 0.04
H -1.7564 -7.0467 18.1595 0.01 0.10 -0.06
H -2.4255 -5.6343 16.1580 -0.08 0.01 -0.33
H 0.3436 -6.0898 17.1207 -0.07 -0.16 0.03
H -0.4217 -4.6045 16.5746 0.35 0.14 -0.42
C -4.5555 0.5933 16.9309 0.25 -0.61 0.46
C -5.3414 0.2838 15.6814 -0.55 1.15 -0.32
C -4.7984 -0.7430 14.7008 0.18 -0.06 0.94
O -5.9180 -1.5871 14.4507 -0.25 0.14 -0.62
C -6.9492 -1.3147 15.3020 2.28 -0.02 0.20
O -7.8836 -2.0239 15.4105 -1.16 -0.07 0.12
O -6.6110 -0.2656 16.0768 -0.67 -0.30 0.09
H -4.2298 -0.3499 17.3814 -0.02 0.02 0.00
H -5.1880 1.0931 17.6634 -0.07 0.12 -0.12
H -3.6548 1.1933 16.8082 -0.13 0.08 -0.44
H -5.5951 1.1928 15.1210 0.16 0.04 0.25
H -4.0186 -1.3348 15.1882 0.06 -0.09 -0.29
H -4.4323 -0.2445 13.8099 -0.05 -0.36 -0.27
C -7.6886 -5.7437 22.9520 0.41 0.60 1.25
C -6.9073 -6.9555 23.4000 -1.51 -0.44 -0.36
C -7.3972 -7.5927 24.7344 0.30 1.06 -0.51
O -7.6603 -8.9451 24.4084 0.44 -0.22 0.29
C -7.4450 -9.1758 23.0869 -0.09 -0.20 0.70
O -7.4890 -10.2554 22.5934 -0.15 0.32 -0.23
O -7.2269 -8.0108 22.4605 0.74 -0.06 -0.31
H -7.4921 -5.4086 21.9420 0.15 -0.15 -0.10
H -7.3763 -4.9466 23.6409 -0.20 0.19 -0.30
H -8.7623 -5.8652 23.1001 -0.01 -0.19 -0.11
H -5.8354 -6.7605 23.4125 0.02 -0.22 -0.20
H -8.3120 -7.1307 25.1080 -0.02 -0.01 -0.09
H -6.6095 -7.4458 25.4728 -0.11 -0.63 0.22
O -3.4539 -4.1983 18.2531 1.09 0.09 -0.08
C -4.4164 -3.5925 18.5819 -1.32 -1.03 -0.06
O -5.2511 -2.9837 17.7161 0.62 1.09 0.34
C -6.2521 -2.2844 18.4792 -0.90 -0.97 -0.50
C -6.2523 -3.0636 19.7854 -1.13 1.34 -0.07
O -4.9501 -3.6230 19.8214 0.32 0.18 0.20
H -6.0684 -1.2200 18.5853 0.40 0.01 -0.13
H -7.1660 -2.4601 17.9131 -0.18 0.35 0.18
H -7.0916 -3.7627 19.7935 0.72 -0.57 -0.03
H -6.4620 -2.3735 20.6034 0.61 -0.24 0.27
```
Forces are in eV/Å.

gap between HOMO and LUMO	0.380	Eh
HOMO	-10.42	eV
lowest unoccupied orbital energy	-0.0031	Ha
electronic energy	-102811.37733	eV
molar mass	1006.86	u
SMILES	C[C@H]1COC(=O)O1.C[C@H]1COC(=O)O1.C[C@H]1COC(=O)O1.C[C@H]1COC(=O)O1.C[C@H]1COC(=O)O1.C[C@H]1COC(=O)O1.C[C@H]1COC(=O)O1.C[C@H]1COC(=O)O1.C[C@H]1COC(=O)O1.O=C1OCCO1
multiplicity	1